Run w
ORCA calculation (the ωB97M-V functional and the def2-TZVPD basis) on a molecular structure, C4H12NS2.

Geometry (Å):
1 C 1.56148 0.87397 -0.31192
2 C 0.54557 -1.54741 0.19718
3 C -0.30503 0.56356 1.17114
4 C 0.37388 -0.02809 -0.03874
5 N -0.74041 0.27127 -1.05410
6 S -4.21293 0.89936 -0.25894
7 S -3.06470 -0.78056 0.17034
8 H 1.46770 1.76757 0.27938
9 H 1.69647 1.20995 -1.32726
10 H 2.44986 0.27207 -0.23896
11 H 1.34704 -1.70174 0.94998
12 H 0.69190 -2.21671 -0.68532
13 H -0.28758 -2.00147 0.67252
14 H 0.12432 0.14612 2.09113
15 H -0.40205 1.68406 1.16137
16 H -0.85490 1.22331 -1.08630
17 H -1.60388 -0.01579 -0.52355
18 H -0.38695 -0.12843 -1.94647
19 H -4.82748 1.01602 0.91401

Kohn-Sham gap (spin up / spin down) in eV: 7.0 / 8.9
HOMO energy (spin up / spin down) in eV: -13.288 / -13.381
Total charge: +1
Molar mass in g mol⁻¹: 138.3


Run x
ORCA calculation (the ωB97M-V functional and the def2-TZVPD basis) on 2 unconnected molecules or ions with the total composition C4H12NS2.

Geometry (Å):
1 C -2.37667 0.18655 1.98867
2 C -1.33939 0.56582 0.94555
3 S -2.07815 1.72581 -0.28134
4 S -0.41867 2.13146 -1.53201
5 H -3.19013 -0.40912 1.57802
6 H -2.74253 1.03031 2.56537
7 H -1.86941 -0.49850 2.67798
8 H -1.02921 -0.31026 0.37869
9 H -0.47979 1.04180 1.41525
10 H -0.77506 1.34595 -2.57213
11 C 1.35939 -1.38637 -1.59190
12 C 2.51972 -0.28912 0.21282
13 N 1.68492 -0.23437 -0.73682
14 H 1.29698 -1.01427 -2.61123
15 H 0.38901 -1.76640 -1.28462
16 H 2.12653 -2.14610 -1.49956
17 H 3.04315 -1.21387 0.40772
18 H 2.71512 0.57525 0.83437
19 H 1.16418 0.66544 -0.89481

Kohn-Sham gap in eV: 7.7
HOMO energy in eV: -12.558
Total charge: +1
Molar mass in g mol⁻¹: 138.3


Relative stability in kcal/mol, measured from the most stable structure: run w 65.9; run x 0.0